No. 1
ORCA calculation (wB97M-V/def2-TZVPD) on a molecular structure, C46H30I4IrN4S at a distorted geometry.

As for the total energy: -100216.554 eV. The value obtained for the HOMO energy (spin up / spin down) is -8.2 / -10.2 eV. Its total charge is +1. The multiplicity is 5. The calculation puts the molar mass at 1370.674 g/mol.

The geometry in XYZ format:
```
86
Properties=species:S:1:pos:R:3:forces:R:3:lowdin_spin:R:1
Ir -0.1784 -0.1416 -0.0860 -0.4032 0.5632 -0.0266 1.4818
I -3.1325 9.0362 1.8279 0.2488 -0.4808 0.0478 0.0047
C -2.3992 7.0938 1.4191 -0.1159 1.2853 -0.5557 0.0150
C -2.5590 6.6182 0.1290 -0.4111 -1.7063 -0.2906 -0.0022
C -2.2205 5.2782 -0.1063 -0.6127 -0.0497 -0.3839 0.0171
C -1.5463 4.5043 0.8570 -0.1827 -0.8112 -1.2132 0.0126
C -1.2612 5.0858 2.0704 0.2733 0.0515 1.1714 0.0134
C -1.7365 6.3582 2.3752 0.4901 -0.6786 -0.5807 -0.0013
C -1.1382 3.0869 0.5851 0.5122 0.9592 0.2203 0.1119
C -0.6122 2.7744 -0.6899 0.2966 -1.0410 -1.6022 0.0868
C -0.2084 3.6197 -1.7637 -0.6740 1.0031 1.8195 0.0585
C -0.2412 2.8902 -2.9185 0.2193 -0.2145 -2.1493 0.0858
C -0.5259 1.5529 -2.6258 0.1235 0.4625 3.2810 0.0473
C -0.6604 0.4311 -3.4659 -0.2505 -0.2792 -0.8782 0.2440
C -0.9423 0.6854 -4.8888 -0.4965 -0.3975 -0.1778 0.0167
C -1.7717 1.7716 -5.3318 0.6865 -1.2915 0.0766 0.0327
C -2.0754 1.8838 -6.6585 -0.8765 -0.0636 -0.9544 -0.0081
C -1.6257 0.9357 -7.6287 -0.0650 1.6942 0.9159 0.0474
I -2.0931 1.2555 -9.5938 -0.1771 -0.0103 -0.5956 0.0155
C -0.7696 -0.0446 -7.2402 0.6301 -1.6839 0.9302 -0.0061
C -0.4994 -0.2228 -5.8527 0.7555 0.3221 -1.3884 0.0555
C -0.5805 -0.8850 -2.9783 -1.0736 -1.6897 -0.7419 -0.0029
N -0.1541 -1.2670 -1.7070 -0.1629 -1.2592 -2.4869 0.1166
C -0.1252 -2.6868 -1.7641 -0.0019 -0.6774 0.9160 0.1022
C 0.4561 -3.4932 -0.7508 -0.7313 -0.3903 -1.4430 0.1221
C 0.7342 -4.9619 -1.0097 -0.6259 1.5948 0.3937 0.0110
C 1.3123 -5.2331 -2.2315 -0.1079 0.6988 0.1120 0.0116
C 1.7337 -6.5000 -2.5049 -0.9208 -0.7569 0.7961 -0.0022
C 1.5220 -7.5330 -1.5423 0.7061 1.3412 -1.0660 0.0150
I 2.3656 -9.3392 -1.9418 0.2128 -0.9234 -0.1059 0.0065
C 0.9057 -7.2672 -0.3251 0.7106 -1.0783 -0.1528 -0.0004
C 0.4916 -5.9940 -0.0994 -0.9752 1.9058 0.9715 0.0126
C 0.8269 -2.9407 0.4496 0.2829 0.7275 2.6809 0.1035
C 1.4999 -3.6199 1.5014 -0.3488 0.1066 -1.1066 0.0609
C 1.3948 -2.8950 2.6215 -1.3303 2.6019 2.4029 0.1002
C 0.6092 -1.6794 2.3706 1.2922 -3.0899 -2.4042 0.0462
N 0.3342 -1.6905 0.9771 0.8652 -1.4206 1.9158 0.0911
C 0.1309 -0.7884 3.3451 0.0179 1.5702 0.4327 0.2468
C -0.4550 0.4476 2.9802 -1.7761 1.3390 -2.5734 -0.0044
C -1.3565 1.3375 3.7217 1.8163 -0.8781 -0.1654 0.0635
C -1.7993 2.3499 2.9043 0.2226 -0.4721 0.0795 0.0063
C -1.1632 2.1893 1.6512 0.2879 -2.2893 -0.4722 0.0660
N -0.4623 0.9001 1.6210 -0.6631 1.7538 2.0051 0.1201
C 0.2876 -1.0768 4.7784 -1.1959 0.2831 -0.2122 0.0190
C 0.5432 -0.0428 5.7058 0.7118 -1.6291 -1.3007 0.0350
C 0.7786 -0.3990 6.9998 0.5756 2.5285 1.7023 -0.0015
C 0.4360 -1.6110 7.4956 -1.0353 -2.5246 -0.5680 0.0399
I 0.6118 -2.1523 9.4510 0.1810 0.0700 0.9199 0.0139
C -0.0956 -2.5978 6.6424 0.1153 1.5464 -1.4325 -0.0095
C -0.1003 -2.3290 5.2595 0.5243 -0.7982 1.2909 0.0363
C -0.7259 -3.1814 -2.9542 0.1196 1.0009 0.4755 0.0189
C -1.0255 -2.1118 -3.7408 0.3161 1.8749 0.8407 0.0949
N -0.6697 1.4319 -1.2129 0.1760 1.6112 -0.9991 0.0998
H -3.0789 7.1142 -0.6886 0.0892 0.3121 0.5291 -0.0002
H -2.6682 4.8029 -1.0005 0.8390 0.2887 0.4138 0.0001
H -0.6919 4.4840 2.8018 -0.2820 0.7908 -0.3810 -0.0002
H -1.4973 6.7928 3.3030 0.0630 0.4056 1.0715 -0.0003
H 0.0617 4.6880 -1.6628 -0.4454 -0.8511 -0.1108 0.0010
H -0.1145 3.2762 -3.9522 0.1694 -0.3341 1.0647 0.0029
H -2.2554 2.4288 -4.6343 0.1022 0.2177 0.2693 0.0008
H -2.7824 2.6748 -6.9655 0.5597 -0.4962 0.0793 -0.0009
H -0.3213 -0.7746 -7.9534 -0.5061 0.7725 0.5750 -0.0011
H 0.1886 -1.0506 -5.6301 -0.3882 0.5953 0.2276 0.0007
H 1.4016 -4.3857 -2.9169 0.4025 -0.6519 0.0146 0.0003
H 2.1085 -6.6001 -3.4929 0.6517 -0.9745 -0.4820 -0.0003
H 0.8634 -8.0224 0.4728 -0.2865 0.2689 -0.6359 -0.0001
H -0.0830 -5.7428 0.8032 0.4682 -0.1916 -0.2630 0.0000
H 2.0004 -4.5565 1.5473 0.1964 -0.5636 -0.7223 0.0010
H 1.7116 -3.1930 3.6267 0.1092 0.2229 -0.6366 0.0039
H -1.4057 1.2352 4.7900 -0.7681 0.0449 0.0951 0.0036
H -2.5469 3.1084 3.1299 0.4616 -0.1930 0.0722 -0.0006
H 0.7358 0.9357 5.3453 0.2801 0.7323 -0.1178 0.0004
H 1.1755 0.3603 7.7112 -0.3779 -0.5716 -0.6480 -0.0008
H -0.6064 -3.4792 6.9649 0.2974 -0.5121 0.4921 -0.0011
H -0.3445 -3.1699 4.6090 -0.2517 0.5404 -0.0633 0.0006
H -0.9893 -4.1926 -3.1774 0.1618 -0.4010 0.0881 -0.0005
H -1.5728 -2.1563 -4.6926 0.4619 0.2890 0.6772 0.0042
C 3.2571 1.2051 1.9134 -0.5271 0.5977 -0.3924 0.0000
S 3.2230 0.8260 0.1536 -0.6970 -0.4039 -0.1547 0.0156
C 3.4849 2.4184 -0.6407 1.2553 0.3436 -0.7843 0.0019
H 4.1916 1.7022 2.0432 0.4842 0.7637 0.5263 0.0003
H 3.3594 0.2823 2.4667 -0.4053 -0.3247 0.0585 0.0001
H 2.3812 1.8216 2.2256 0.7061 -0.5492 -0.0678 0.0000
H 4.4521 2.3523 -1.1699 -0.2528 0.1462 0.3708 0.0004
H 3.5113 3.3168 -0.0355 0.0458 -0.2142 0.7043 0.0000
H 2.7864 2.6642 -1.4207 -0.7730 -0.4103 -0.2402 0.0006
```
Positions in Å, forces in eV/Å.

=====

No. 2
ORCA calculation (wB97M-V/def2-TZVPD) on a molecular structure, C46H31F5MnN5O4P2S2Se2 at a distorted geometry.

For the energy above the lowest of the compared OMol25 structures with the same formula, charge and spin, the calculation gives 86.79 kcal/mol. As for the total energy: -279696.608 eV. The value obtained for the HOMO energy (spin up / spin down) is -5.2 / -5.6 eV. Its total charge is -1. The multiplicity is 6. The calculation puts the molar mass at 1151.715 g/mol.

The geometry in XYZ format:
```
98
Properties=species:S:1:pos:R:3:forces:R:3:lowdin_spin:R:1
Mn -0.0507 -0.0490 -0.1014 -0.7119 -0.7579 1.0816 3.9714
Se 7.3583 1.3956 0.6395 0.0352 0.0452 -0.0138 0.0007
P 6.1011 -0.2382 0.2190 -0.0830 -0.0381 -0.1379 0.0006
C 6.5947 -1.6414 1.2718 -0.0374 -0.0090 -0.0221 0.0000
C 6.3896 -1.4781 2.6420 -0.0593 -0.0830 -0.0334 0.0001
C 6.8286 -2.4445 3.5312 -0.0554 -0.0093 0.0181 0.0000
C 7.4801 -3.5798 3.0628 -0.0223 -0.0033 0.0183 0.0000
C 7.6991 -3.7397 1.7037 -0.0046 0.0075 -0.0270 0.0000
C 7.2586 -2.7720 0.8082 0.0036 0.0281 0.0484 0.0000
C 6.2289 -0.7564 -1.5171 0.0245 -0.0018 -0.0207 0.0000
C 5.1254 -0.7199 -2.3654 0.0743 -0.0762 -0.0337 0.0005
C 5.2683 -1.0608 -3.7050 -0.0201 -0.0080 0.0335 0.0000
C 6.5061 -1.4421 -4.1986 0.0170 0.0231 -0.0147 0.0000
C 7.6162 -1.4562 -3.3609 -0.0114 -0.0090 0.0628 0.0000
C 7.4826 -1.0988 -2.0279 -0.0899 0.0088 -0.0737 0.0000
C 4.3480 0.0498 0.5002 -0.0771 0.1469 0.1763 0.0074
C 3.1486 -0.6578 0.3484 0.1782 -0.0346 0.1005 0.0302
N 2.1592 0.2060 0.6698 0.1582 0.2175 -0.1026 0.0439
N 2.7165 1.3786 0.9802 -0.1091 0.0083 0.2667 0.0062
N 4.0156 1.3060 0.8920 -0.2160 -0.0571 -0.1267 0.0073
P 2.4266 -2.2685 -0.0098 -0.4505 0.2853 -0.6283 0.2491
Se 0.5775 -0.8277 -2.1778 0.5377 -0.3220 -0.6115 0.3912
C 3.3474 -3.1978 -1.2658 0.1746 -0.0201 0.2589 0.0189
C 2.7649 -3.4274 -2.5072 0.0798 -0.0640 -0.0391 0.0054
C 3.4543 -4.1537 -3.4705 -0.0105 0.0231 0.0439 0.0000
C 4.7194 -4.6541 -3.1958 -0.0361 0.0129 -0.0500 0.0017
C 5.2985 -4.4353 -1.9533 0.0398 0.0473 0.0424 0.0009
C 4.6122 -3.7113 -0.9906 -0.0217 -0.1565 -0.1568 0.0082
C 2.6592 -3.1446 1.5679 0.0014 -0.0171 -0.0523 0.0316
C 2.9215 -4.5127 1.6333 -0.0728 0.0294 -0.0103 0.0206
C 3.0484 -5.1411 2.8629 -0.0332 -0.0100 -0.0052 -0.0009
C 2.8783 -4.4226 4.0386 0.0582 -0.0129 0.0017 0.0203
C 2.5832 -3.0682 3.9809 0.0042 0.0410 -0.0411 -0.0020
C 2.4749 -2.4314 2.7535 0.0026 0.0073 0.0007 0.0188
H 5.8905 -0.5847 3.0003 0.0144 -0.0205 0.0195 0.0001
H 6.6620 -2.3132 4.5937 -0.0158 -0.0118 -0.0363 0.0000
H 7.8098 -4.3424 3.7587 0.0152 0.0406 -0.0152 0.0000
H 8.2147 -4.6192 1.3353 -0.0328 0.0242 0.0041 0.0000
H 7.4266 -2.9046 -0.2525 -0.0077 -0.0250 0.0082 0.0000
H 4.1519 -0.4318 -1.9872 0.0369 -0.0012 -0.0523 0.0011
H 4.4004 -1.0372 -4.3537 0.0363 -0.0042 0.0246 0.0000
H 6.6116 -1.7165 -5.2421 -0.0006 0.0011 0.0369 0.0000
H 8.5876 -1.7380 -3.7497 -0.0192 0.0257 0.0096 0.0000
H 8.3496 -1.0566 -1.3790 0.0096 0.0004 -0.0316 0.0000
H 1.7817 -3.0219 -2.7122 0.0307 -0.1550 0.0226 0.0009
H 2.9959 -4.3294 -4.4360 0.0148 -0.0011 0.0042 0.0000
H 5.2557 -5.2175 -3.9505 -0.0113 0.0072 0.0102 0.0002
H 6.2848 -4.8285 -1.7344 -0.0107 0.0219 -0.0027 0.0002
H 5.0524 -3.5526 -0.0182 0.0278 -0.0049 0.0711 0.0006
H 3.0168 -5.0891 0.7227 0.0211 0.0059 -0.0119 0.0010
H 3.2718 -6.2004 2.9027 -0.0177 0.0121 -0.0097 -0.0005
H 2.9740 -4.9187 4.9968 -0.0074 0.0042 -0.0112 0.0013
H 2.4388 -2.5006 4.8923 -0.0058 -0.0154 -0.0209 -0.0006
H 2.2350 -1.3755 2.7110 0.0477 -0.0155 0.0303 0.0007
O 0.2152 -3.8181 -0.0935 -0.4514 0.4311 0.3145 0.0473
C -0.7204 -3.0533 0.1919 1.1670 -1.2053 -0.8324 0.0078
O -0.5920 -1.7992 0.4145 -0.2722 0.5957 0.6659 0.0301
C -2.0928 -3.6388 0.2481 -0.2416 0.1874 0.0741 0.0012
C -3.2020 -2.8113 0.3146 -0.1195 -0.0758 0.0164 0.0003
C -4.4967 -3.3399 0.3270 -0.0552 0.0325 0.0005 0.0001
C -4.6065 -4.7052 0.2723 -0.0211 0.0344 -0.0345 -0.0002
O -5.7484 -5.4639 0.2816 -0.1202 -0.1440 0.0235 -0.0001
C -5.3257 -6.8181 0.1179 0.0757 0.1499 -0.0110 0.0000
O -3.9046 -6.8463 0.1678 -0.0559 -0.0915 0.0392 0.0001
C -3.4992 -5.5299 0.2040 -0.0104 0.0201 -0.0250 0.0001
C -2.2275 -5.0347 0.1885 0.1085 -0.0548 0.0193 0.0000
H -3.0572 -1.7406 0.3612 0.0217 -0.0230 0.0116 -0.0001
H -5.3720 -2.7051 0.3780 0.0381 -0.0191 -0.0003 0.0000
H -5.6696 -7.1931 -0.8496 0.0188 0.0370 -0.0857 0.0000
H -5.7346 -7.4266 0.9242 0.0034 0.0025 0.0885 0.0000
H -1.3538 -5.6697 0.1317 -0.0169 0.0653 -0.0116 0.0001
N 2.5946 6.1718 -1.3443 0.0201 -0.0696 0.1118 0.0000
C 1.5081 5.9957 -0.5701 -0.0902 0.1523 0.0449 0.0005
S 0.7809 7.2275 0.2431 -0.0024 -0.1274 -0.0851 0.0025
C 1.0044 4.5932 -0.5380 0.0451 -0.0350 -0.0796 0.0066
C 0.4980 4.0426 0.6238 0.0607 0.0131 0.0666 -0.0032
C 0.1663 2.7035 0.6379 0.0644 0.0551 0.0877 0.0089
N 0.2432 1.9149 -0.4443 -0.0782 1.0107 -0.1039 -0.0138
C 0.6576 2.4684 -1.5859 0.0686 -0.0565 -0.1208 0.0212
C 1.0683 3.7830 -1.6672 -0.0199 0.0644 -0.1003 -0.0015
H 3.0212 7.0833 -1.3276 0.0308 0.0022 -0.0218 0.0000
H 3.1732 5.3807 -1.5800 -0.0075 -0.0009 -0.0466 0.0000
H 0.4140 4.6386 1.5209 0.0088 -0.0363 0.0078 -0.0004
H -0.1624 2.2343 1.5520 -0.0488 -0.0377 0.0188 0.0015
H 0.6829 1.8106 -2.4435 0.0428 0.0112 -0.0152 0.0179
H 1.4100 4.1736 -2.6172 -0.0179 -0.0419 0.0258 0.0000
F -5.4232 5.0265 -0.6738 -0.0386 -0.0023 -0.0123 0.0001
C -4.6982 3.9834 -0.2537 -0.0390 0.0830 -0.0774 0.0003
C -3.8919 3.2916 -1.1336 -0.0080 0.0143 -0.0853 0.0001
F -3.8531 3.6602 -2.4205 0.0025 -0.0339 -0.0180 0.0000
C -3.1499 2.2143 -0.6901 -0.0614 -0.1075 0.1570 0.0009
F -2.4708 1.5269 -1.6148 0.2589 -0.0377 -0.0707 0.0068
C -3.1248 1.8078 0.6470 0.1549 0.2039 -0.0829 0.0033
S -2.1583 0.4906 1.2654 0.1372 -0.1529 -0.0987 0.0220
C -3.9747 2.5204 1.4948 0.0896 0.0235 -0.0062 0.0010
F -4.0516 2.1932 2.7880 -0.0136 0.0053 0.0776 0.0010
C -4.7550 3.5749 1.0616 -0.0901 0.0134 0.1652 0.0001
F -5.5691 4.2125 1.9146 0.0698 0.0138 0.0065 0.0000
```
Positions in Å, forces in eV/Å.